{
  "formula": "C5H14O",
  "method": "the ωB97M-V functional and the def2-TZVPD basis",
  "elements": ["O", "C", "C", "C", "C", "C", "H", "H", "H", "H", "H", "H", "H", "H", "H", "H", "H", "H", "H", "H"],
  "xyz": [[-2.039, -3.614, -0.719], [0.017, 0.161, -1.492], [-1.359, 2.242, -1.804], [0.000, 0.000, 0.000], [0.551, 1.688, -3.352], [-0.006, 1.586, -1.977], [-1.806, -3.636, -1.675], [0.434, -0.968, 0.303], [-1.357, 3.345, -1.820], [-0.845, -0.347, -1.967], [0.581, 2.752, -3.642], [-1.033, 0.057, 0.381], [0.591, 0.810, 0.461], [-3.023, -3.612, -0.704], [0.772, 2.128, -1.402], [-0.153, 1.162, -4.018], [0.940, -0.329, -1.858], [-2.048, 1.881, -2.586], [-1.733, 1.905, -0.823], [1.557, 1.257, -3.491]],
  "atomic_forces_ev_per_a": [[-0.765, -0.009, -0.964], [0.137, -0.840, -0.782], [-0.354, -0.177, 0.362], [-0.362, -0.051, 0.851], [-0.504, 0.250, -1.624], [1.704, 0.800, 0.901], [-0.289, 0.026, 1.020], [-0.303, 0.385, -0.032], [0.154, -0.461, -0.070], [0.361, -0.151, 0.205], [0.042, -0.390, -0.181], [0.458, -0.036, 0.121], [-0.178, -0.341, 0.004], [1.063, -0.002, -0.057], [-0.588, -0.043, 0.452], [0.371, 0.190, -0.267], [-0.420, 0.227, -0.116], [0.109, 0.120, 0.266], [-0.223, 0.378, -0.362], [-0.413, 0.125, 0.272]],
  "nbo_charge": [-0.940, -0.392, -0.608, -0.608, -0.590, -0.226, 0.470, 0.217, 0.214, 0.192, 0.205, 0.203, 0.200, 0.470, 0.184, 0.191, 0.198, 0.201, 0.210, 0.209],
  "gap_ev": 11.7,
  "de_lowest_kj_mol": 34.0,
  "smiles": "CCC(C)C.O",
  "spin_multiplicity": 1
}


{
  "formula": "C42H57IN5OSiTi",
  "method": "the ωB97M-V functional and the def2-TZVPD basis",
  "elements": ["I", "Ti", "Si", "O", "N", "N", "N", "N", "N", "C", "C", "C", "C", "C", "C", "C", "C", "C", "C", "C", "C", "C", "C", "C", "C", "C", "C", "C", "C", "C", "C", "C", "C", "C", "C", "C", "C", "C", "C", "C", "C", "C", "C", "C", "C", "C", "C", "C", "C", "C", "C", "H", "H", "H", "H", "H", "H", "H", "H", "H", "H", "H", "H", "H", "H", "H", "H", "H", "H", "H", "H", "H", "H", "H", "H", "H", "H", "H", "H", "H", "H", "H", "H", "H", "H", "H", "H", "H", "H", "H", "H", "H", "H", "H", "H", "H", "H", "H", "H", "H", "H", "H", "H", "H", "H", "H", "H", "H"],
  "xyz": [[0.084, -0.030, 2.791], [0.251, 0.353, -0.327], [-0.088, 3.173, 0.072], [1.474, -2.697, 1.519], [-0.168, -2.774, -0.079], [-1.980, -3.044, -1.450], [0.149, 0.057, -2.387], [1.007, -4.719, 0.680], [-1.654, -0.121, -0.252], [2.900, -0.823, -0.698], [-0.825, -2.047, -4.357], [4.263, -0.028, 1.589], [-3.483, 0.141, -1.587], [-2.177, 3.703, -1.922], [2.198, 0.268, -3.734], [3.106, 2.624, -3.814], [1.349, -1.738, -5.437], [2.655, 4.003, -0.462], [4.981, -0.510, 0.467], [0.793, -3.317, 0.730], [-0.726, -4.990, -0.870], [0.504, -1.325, -4.413], [-0.942, 3.713, 2.898], [-1.463, 3.721, 1.454], [-0.941, -3.583, -0.786], [-2.060, 5.120, 1.245], [1.421, 5.583, 0.990], [-0.712, 4.060, -1.639], [-1.142, 0.266, -2.588], [-3.902, -0.248, -0.317], [2.607, -1.200, -5.614], [-0.575, 5.587, -1.690], [-2.080, 0.194, -1.535], [0.935, -0.322, -3.511], [2.179, 0.240, 2.745], [-2.607, 2.702, 1.408], [1.594, 4.100, 0.639], [3.014, -0.195, -4.757], [4.300, -0.991, -0.611], [-1.772, -1.607, -5.479], [0.266, -5.509, -0.115], [2.820, 0.512, 3.919], [4.223, 0.608, 3.923], [2.019, -5.252, 1.575], [2.705, 1.440, -2.926], [4.925, 0.325, 2.786], [2.202, 3.393, 1.856], [-2.755, -0.400, 0.463], [2.151, -0.219, 0.291], [2.843, 0.026, 1.519], [0.091, 3.536, -2.837], [4.733, 0.859, 4.844], [2.399, 6.015, 1.232], [-1.319, -1.772, -6.456], [2.317, 2.862, -4.528], [2.981, 4.021, 2.305], [1.129, 3.864, -2.796], [-1.071, 6.086, -0.861], [1.789, -4.958, 2.598], [-2.239, -2.091, -1.249], [1.004, 6.156, 0.164], [2.856, 2.959, -0.713], [-0.198, 4.489, 3.072], [2.043, -6.337, 1.496], [-2.691, -0.711, 1.494], [2.670, 2.463, 1.547], [-0.339, 3.925, -3.769], [-4.096, 0.352, -2.449], [0.781, 5.720, 1.860], [2.357, 4.536, -1.367], [4.829, -1.463, -1.430], [6.008, 0.329, 2.795], [3.256, -1.547, -6.407], [-2.705, -2.170, -5.432], [-2.755, 5.337, 2.065], [1.473, 3.171, 2.632], [-2.862, 4.116, -1.185], [3.581, 1.136, -2.353], [2.261, 0.652, 4.834], [0.473, 5.886, -1.698], [-2.268, 1.737, 1.784], [-2.321, 2.625, -1.946], [3.597, 4.444, -0.114], [3.296, 3.500, -3.195], [-3.434, 3.031, 2.048], [2.416, -1.210, -1.589], [-2.645, -3.645, -1.899], [1.937, 1.754, -2.219], [-2.473, 4.106, -2.898], [1.000, -2.517, -6.106], [4.018, 2.408, -4.370], [-4.918, -0.399, 0.009], [-1.513, 0.466, -3.588], [-1.307, -1.907, -3.396], [-0.632, -3.117, -4.470], [-3.002, 2.556, 0.401], [-1.347, -5.618, -1.490], [3.988, 0.258, -4.888], [0.492, -6.567, -0.095], [2.995, -4.835, 1.330], [-0.520, 2.751, 3.181], [-2.627, 5.203, 0.321], [6.064, -0.531, 0.504], [0.073, 2.451, -2.896], [-1.024, 5.962, -2.618], [-2.009, -0.545, -5.403], [-1.780, 3.909, 3.578], [-1.290, 5.892, 1.255]],
  "atomic_forces_ev_per_a": [[0.413, 0.204, -0.269], [1.181, 0.934, 1.122], [-0.030, 0.753, -0.015], [0.043, 0.109, 0.047], [0.042, -0.199, -0.005], [-0.016, -0.039, 0.042], [-1.209, -0.213, -0.619], [-0.048, -0.064, -0.116], [-1.454, -0.469, -0.038], [-0.258, 0.081, 0.085], [-0.017, 0.264, -0.107], [-0.262, 0.117, 0.029], [0.299, 0.067, -0.146], [0.083, 0.052, 0.085], [-0.053, 0.197, 0.303], [-0.051, -0.082, 0.092], [0.119, 0.013, -0.074], [-0.150, 0.050, -0.018], [-0.032, -0.062, -0.122], [0.083, -0.195, 0.138], [-0.075, -0.212, -0.107], [-0.133, -0.085, 0.267], [0.017, -0.020, -0.069], [0.181, -0.256, -0.198], [0.211, 0.213, 0.268], [0.068, -0.070, -0.054], [-0.120, -0.065, -0.036], [0.152, -0.183, 0.197], [0.802, -0.250, -0.115], [-0.128, -0.083, 0.066], [-0.067, 0.046, 0.095], [-0.003, -0.060, 0.016], [-0.571, 0.075, 0.103], [0.540, 0.158, -0.846], [-0.388, -0.112, 0.200], [0.008, 0.102, -0.018], [-0.166, -0.202, -0.188], [0.000, -0.044, -0.073], [0.208, 0.054, -0.072], [0.033, -0.073, 0.143], [-0.114, 0.090, -0.041], [-0.127, 0.024, -0.052], [0.078, -0.030, -0.040], [0.144, 0.098, 0.127], [-0.018, -0.001, -0.205], [0.073, -0.001, 0.085], [-0.132, 0.029, -0.038], [-0.021, 0.041, -0.102], [0.668, -0.753, 0.238], [0.163, -0.100, 0.006], [-0.084, 0.105, 0.147], [0.028, 0.009, -0.009], [0.032, -0.017, 0.018], [-0.015, 0.011, -0.028], [0.025, 0.042, -0.006], [0.046, 0.016, -0.025], [-0.097, -0.071, -0.030], [0.044, 0.060, -0.047], [0.005, -0.044, -0.012], [-0.061, -0.030, -0.023], [0.023, 0.058, 0.126], [0.034, 0.016, -0.057], [0.006, -0.042, 0.061], [-0.038, 0.004, -0.067], [0.041, 0.064, 0.020], [0.018, -0.057, 0.061], [-0.001, 0.050, -0.024], [-0.003, -0.017, -0.022], [0.020, 0.069, -0.013], [0.061, 0.008, 0.016], [0.022, 0.051, -0.013], [0.009, 0.004, 0.005], [-0.001, -0.020, -0.004], [-0.027, 0.018, -0.044], [-0.004, -0.021, 0.041], [0.089, -0.031, 0.032], [-0.045, -0.062, -0.035], [-0.047, -0.044, 0.154], [-0.003, 0.005, 0.005], [-0.030, 0.037, -0.036], [-0.024, -0.020, -0.027], [-0.098, -0.006, 0.003], [0.025, 0.012, 0.019], [0.042, 0.016, -0.054], [-0.024, 0.020, 0.022], [0.011, 0.141, -0.079], [-0.048, 0.036, 0.000], [0.150, -0.011, 0.034], [0.022, -0.001, -0.042], [-0.011, -0.023, 0.017], [-0.007, 0.002, -0.046], [-0.003, -0.010, 0.023], [0.002, -0.062, -0.058], [0.010, -0.115, 0.013], [-0.012, -0.009, 0.104], [-0.027, -0.066, 0.006], [0.011, -0.016, -0.007], [0.009, 0.021, 0.004], [0.008, -0.009, -0.005], [-0.016, -0.030, -0.011], [0.042, 0.035, 0.026], [0.026, 0.086, 0.020], [0.004, -0.085, 0.039], [0.045, 0.018, -0.066], [-0.011, -0.016, -0.040], [-0.022, 0.018, -0.045], [-0.043, 0.013, -0.006], [-0.073, 0.042, -0.007]],
  "lowdin_spin": [0.001, 0.927, -0.014, 0.000, 0.000, 0.000, -0.016, 0.000, -0.002, 0.001, 0.002, 0.000, 0.029, 0.000, -0.003, 0.000, 0.001, 0.000, 0.001, 0.000, 0.000, -0.003, 0.000, -0.004, 0.000, -0.001, -0.001, -0.001, 0.048, 0.001, -0.003, -0.001, 0.003, 0.000, 0.001, 0.000, -0.004, 0.001, 0.000, 0.000, 0.000, 0.000, 0.000, 0.000, 0.003, 0.000, 0.000, 0.032, -0.007, 0.000, 0.001, 0.000, 0.000, 0.000, 0.000, 0.000, 0.000, 0.000, 0.000, 0.000, 0.000, 0.000, 0.000, 0.000, 0.002, 0.000, 0.000, 0.002, 0.000, 0.000, 0.000, 0.000, 0.000, 0.000, 0.000, 0.000, 0.000, 0.000, 0.000, 0.000, 0.000, 0.000, 0.000, 0.000, 0.000, 0.000, 0.000, 0.003, 0.000, 0.000, 0.000, -0.001, 0.001, 0.001, 0.000, 0.000, 0.000, 0.000, 0.000, 0.000, 0.000, 0.000, 0.000, 0.001, 0.000, 0.000, 0.000, 0.000],
  "gap_ev": [6.7, 6.6],
  "de_lowest_kj_mol": 206.8,
  "spin_multiplicity": 2
}


Number 1: DFT total energy -7459.43287 eV. Number 2: DFT total energy -93071.45287 eV.